18
Properties=species:S:1:pos:R:3:forces:R:3:lowdin_charge:R:1 method="wB97M-V/def2-TZVPD" e_tot_ha=-327.045696 e_homo_ha=-0.3387 relative_energy_ev=2.3307 smiles="C=NCC.C=CO" homo_lumo_gap_ev=10.2
C -0.127358 -1.701847 -1.704327 -0.13 0.15 0.04 -0.0935
C 0.825654 -1.118027 -0.665227 -0.32 -0.17 0.03 -0.2877
C 1.958406 0.921069 -0.851549 -0.11 -0.28 -0.05 -0.0191
N 0.850777 0.331349 -0.751455 -0.12 0.07 0.18 -0.0639
H -0.113915 -2.788473 -1.675960 0.13 -0.10 -0.02 0.0683
H -1.150438 -1.395999 -1.486305 0.00 0.11 0.00 0.0705
H 0.106976 -1.364829 -2.716186 0.11 -0.06 0.08 0.0723
H 1.827288 -1.552385 -0.743792 0.11 0.05 -0.11 0.1017
H 0.438131 -1.371376 0.326834 0.07 0.05 -0.03 0.1125
H 2.897358 0.356129 -0.891677 0.05 0.24 -0.04 0.0817
H 1.952624 2.005930 -0.895419 0.24 0.01 0.00 0.0790
C -2.025116 0.602968 2.204932 0.00 0.01 0.03 0.0071
C -1.015999 1.385663 1.859648 -0.10 -0.08 0.08 -0.3112
O -0.943110 2.051709 0.667902 0.16 -0.21 -0.21 -0.0651
H -2.025686 0.139270 3.182744 -0.07 0.00 -0.05 0.0473
H -2.854928 0.435897 1.530319 -0.01 -0.03 0.04 0.0586
H -0.199726 1.562261 2.554235 0.13 0.07 0.00 0.1001
H -0.400944 1.500694 0.055277 -0.15 0.16 0.06 0.0416